1.
127
Properties=species:S:1:pos:R:3 method="wB97M-V/def2-TZVPD" total_energy_ev=-169612.067 relative_energy_kcal_mol=29.7 e_homo_ev="-5.65 / -6.04" multiplicity=4 mol_weight_g_mol=918.16 total_charge=0
Cr -1.7749 -0.5204 0.5316
C -3.3597 -4.5505 -2.9851
N -3.3071 -3.3173 -2.2244
C -4.5491 -2.6041 -2.0319
C -2.1498 -2.8935 -1.6163
N -2.0723 -2.4835 -0.3738
C -3.0331 -3.0903 0.5334
C -2.6648 -2.8118 2.0017
N -1.5000 -1.9375 2.1494
C -0.2902 -2.7577 1.9741
C 1.0460 -2.1594 2.4276
N 1.1886 -0.7733 2.0676
C 1.8046 -0.0085 2.8937
N 1.7731 1.3446 2.7077
C 1.2734 1.7916 1.4277
C 2.7588 2.2138 3.3164
N 2.4697 -0.5518 4.0150
C 3.7613 -1.1435 3.7553
C 2.3131 -0.0614 5.3584
C -1.5599 -1.2681 3.4487
C -2.4408 -0.0269 3.3315
N -1.8671 0.9077 2.3721
C -1.7893 2.1476 2.7514
N -1.5725 3.1703 1.8891
C -1.0988 4.4623 2.3208
C -1.8877 3.0932 0.4882
N -1.9135 2.5532 4.0875
C -2.8990 3.5197 4.4967
C -1.0380 2.0717 5.1188
N -1.0070 -3.1234 -2.3279
C 0.2234 -3.2924 -1.6033
C -0.8599 -2.7298 -3.7082
H -4.3536 -4.6517 -3.4134
H -3.1792 -5.4155 -2.3377
H -2.6342 -4.5775 -3.7984
H -5.0089 -2.4139 -3.0048
H -4.3515 -1.6476 -1.5442
H -5.2600 -3.1728 -1.4246
H -3.0564 -4.1756 0.3467
H -4.0389 -2.6823 0.3806
H -2.4901 -3.7614 2.5358
H -3.5184 -2.3078 2.4571
H -0.2262 -2.9607 0.9086
H -0.4059 -3.7185 2.5088
H 1.8348 -2.7469 1.9391
H 1.1742 -2.2957 3.5123
H 0.3860 1.2133 1.1544
H 2.0408 1.6294 0.6598
H 1.0120 2.8449 1.4956
H 2.5880 2.3297 4.3870
H 2.6728 3.1996 2.8653
H 3.7830 1.8638 3.1588
H 3.8110 -1.4935 2.7272
H 3.9136 -1.9894 4.4292
H 4.5775 -0.4255 3.9133
H 1.3434 0.4141 5.4795
H 3.0979 0.6433 5.6630
H 2.3553 -0.9202 6.0371
H -0.5563 -0.9460 3.7215
H -1.9365 -1.9405 4.2356
H -2.6045 0.4072 4.3224
H -3.4296 -0.2998 2.9338
H -0.6351 4.3989 3.3021
H -1.9090 5.1990 2.3547
H -0.3531 4.8327 1.6117
H -2.3066 2.1165 0.2638
H -0.9944 3.2283 -0.1211
H -2.6115 3.8701 0.2287
H -3.5408 3.7617 3.6545
H -2.4377 4.4356 4.8874
H -3.5244 3.0944 5.2903
H -0.3565 1.3420 4.6886
H -1.5964 1.6086 5.9429
H -0.4531 2.9021 5.5406
H 0.0286 -3.8879 -0.7113
H 0.6608 -2.3261 -1.3125
H 0.9162 -3.8433 -2.2390
H -0.1937 -1.8656 -3.7830
H -1.8247 -2.4450 -4.1114
H -0.4439 -3.5537 -4.2975
C -4.0669 1.9427 -2.0337
Si -2.2935 1.3103 -2.4169
C -1.3397 2.8864 -2.9668
C -2.5068 0.2879 -4.0336
O -1.5669 0.5212 -1.2449
H -4.6079 2.2049 -2.9391
H -4.0610 2.8153 -1.3876
H -4.6295 1.1731 -1.5162
H -1.6610 3.1926 -3.9562
H -0.2791 2.6922 -3.0218
H -1.4852 3.7349 -2.3064
H -3.0618 0.8638 -4.7689
H -3.0563 -0.6311 -3.8571
H -1.5459 0.0379 -4.4733
S -3.9997 -0.2271 0.6045
C 5.9926 -1.2406 0.1769
C 4.9078 -2.1016 0.2154
C 3.6827 -1.6785 -0.2616
C 3.5160 -0.4025 -0.7871
C 4.6075 0.4510 -0.8157
C 5.8393 0.0354 -0.3391
As 1.7303 0.0232 -1.5121
C 2.0079 1.7335 -2.4042
C 2.0545 2.9995 -1.8480
C 2.0873 4.1255 -2.6590
C 2.0220 3.9899 -4.0382
C 1.9581 2.7345 -4.6108
C 1.9675 1.5985 -3.8066
C 2.0429 0.2323 -4.2866
C 2.0891 -0.1699 -5.6210
C 2.3576 -1.4878 -5.9346
C 2.6334 -2.4024 -4.9292
C 2.5228 -2.0236 -3.5981
C 2.1746 -0.7280 -3.2675
H 6.9538 -1.5636 0.5496
H 5.0153 -3.1009 0.6177
H 2.8296 -2.3459 -0.2361
H 4.4978 1.4462 -1.2294
H 6.6855 0.7080 -0.3748
H 2.0681 3.1238 -0.7728
H 2.1452 5.1096 -2.2152
H 2.0191 4.8703 -4.6653
H 1.9029 2.6377 -5.6852
H 1.9049 0.5431 -6.4119
H 2.3634 -1.8041 -6.9688
H 2.9085 -3.4162 -5.1829
H 2.7334 -2.7423 -2.8142

***

2.
10
Properties=species:S:1:pos:R:3 method="wB97M-V/def2-TZVPD" total_energy_ev=-9675.057 relative_energy_kcal_mol=55.3 smiles="O=c1cc[nH]nn1" e_homo_ev=-9.46 mol_weight_g_mol=97.08 total_charge=0
C -1.4319 -0.3168 -0.0845
C -0.6082 0.8920 -0.0146
C 0.7514 0.7630 -0.0358
H -1.0025 1.8897 0.1345
H 1.5505 1.5302 -0.0190
H 2.3147 -0.7322 0.1303
N 1.2765 -0.5287 -0.0756
N 0.5109 -1.6091 -0.0235
N -0.7575 -1.5424 0.0172
O -2.6038 -0.3455 -0.0289

***

3.
24
Properties=species:S:1:pos:R:3 method="wB97M-V/def2-TZVPD" total_energy_ev=-39607.491 relative_energy_kcal_mol=15.3 e_homo_ev=-16.34 mol_weight_g_mol=279.21 total_charge=+2
O -1.0969 -1.2593 -1.2734
C -0.9826 -0.0639 -1.6451
Al -0.5406 -0.6376 1.2032
C 1.2026 0.0145 2.2077
O 2.1083 0.6257 2.5941
C -0.8228 1.1015 -0.8679
O -1.5610 2.0786 -0.6693
C 0.2159 -2.2541 0.2295
O 0.6772 -3.1603 -0.3227
C 0.3877 0.7617 0.1179
O 1.5380 1.0228 -0.1624
H -1.0705 0.3815 -2.6875
S -2.5377 -0.0347 2.0993
C -1.9936 1.3491 3.0092
N -1.7799 2.5247 2.3373
C -1.3707 3.6551 2.9914
C -1.1018 3.6107 4.3457
C -1.3040 2.4208 5.0560
C -1.7855 1.3020 4.3876
H -1.8991 2.5604 1.3115
H -1.2804 4.5557 2.3854
H -0.7432 4.5031 4.8578
H -1.1026 2.3613 6.1248
H -1.9757 0.3415 4.8600

***

4.
18
Properties=species:S:1:pos:R:3 method="wB97M-V/def2-TZVPD" total_energy_ev=-11384.589 relative_energy_kcal_mol=53.4 smiles="CC(N)=O.CC(N)=O" e_homo_ev=-9.70 mol_weight_g_mol=118.14 total_charge=0
C -1.6218 0.3074 -2.8682
C -1.9601 -0.5477 -1.7357
O -2.0220 -0.1156 -0.6130
N -1.7977 -1.9174 -1.9297
H -2.4862 0.3799 -3.5744
H -0.7367 -0.0386 -3.3575
H -1.7686 -2.5023 -1.2428
H -2.2853 -2.4349 -2.6977
H -1.2795 1.2294 -2.5786
C 2.1612 0.2205 1.4234
C 1.6656 0.2773 2.7674
O 1.5675 -0.7597 3.4172
N 1.3248 1.5221 3.2970
H 1.3975 0.3622 0.6315
H 2.5317 -0.7790 1.0735
H 1.1774 1.4359 4.1691
H 1.2302 2.2937 2.7031
H 2.9020 1.0666 1.1154

***

5.
65
Properties=species:S:1:pos:R:3 method="wB97M-V/def2-TZVPD" total_energy_ev=-115626.782 relative_energy_kcal_mol=10.7 e_homo_ev="-16.29 / -16.29" multiplicity=2 mol_weight_g_mol=940.77 total_charge=+3
Co -0.1989 0.8206 0.6111
S -5.2021 2.4630 5.6909
N -3.7776 1.7342 5.8367
C -3.2632 1.6495 4.6203
C -1.9788 1.0636 4.2886
C -1.0622 0.5310 5.2017
C 0.1377 0.0343 4.7335
C 0.4064 0.0562 3.3682
N -0.4678 0.5439 2.4911
C -1.6339 1.0580 2.9425
C -2.4763 1.6443 1.9260
N -1.9630 1.6166 0.6759
C -2.6589 2.1636 -0.3168
C -3.9027 2.7520 -0.1012
C -4.4322 2.7881 1.1723
C -3.7031 2.2229 2.2248
C -4.1012 2.2060 3.6193
N -5.2307 2.6987 4.1017
H -1.2985 0.5279 6.2583
H 0.8775 -0.3672 5.4112
H 1.3426 -0.3170 2.9722
H -2.2062 2.1459 -1.2993
H -4.4328 3.1874 -0.9361
H -5.3907 3.2504 1.3709
C 0.1964 0.0709 -3.5408
Sb 2.2623 -0.4182 -3.5247
C 2.9013 0.1956 -5.4365
C 2.8221 -2.6305 -3.2509
C 1.5140 -3.0696 -3.6678
C 1.2989 -3.2257 -5.0668
C 0.1091 -3.7099 -5.5435
C -0.8753 -4.0755 -4.6244
C -0.6804 -3.9418 -3.2536
C 0.4863 -3.4059 -2.7276
C 0.6848 -3.2955 -1.2560
Sb -0.5441 -1.9640 0.0321
C 0.1307 -2.9921 1.7662
C -2.4185 -2.9265 -0.2325
H -0.2562 -0.4934 -4.3560
H 0.1609 1.1389 -3.7507
H -0.2646 -0.1541 -2.5854
H 2.3868 -0.3971 -6.1929
H 3.9788 0.0724 -5.5194
H 2.6315 1.2438 -5.5646
H 3.1913 -2.7660 -2.2452
H 3.6022 -2.6496 -4.0095
H 2.1142 -3.0033 -5.7470
H -0.0536 -3.8527 -6.6025
H -1.8038 -4.4981 -4.9872
H -1.4519 -4.2871 -2.5794
H 1.7147 -3.0983 -0.9746
H 0.3852 -4.2286 -0.7740
H -0.0097 -4.0631 1.6300
H -0.4491 -2.6713 2.6305
H 1.1845 -2.7837 1.9442
H -2.3288 -3.9813 0.0237
H -2.7750 -2.8106 -1.2529
H -3.1465 -2.4630 0.4323
F 1.9770 0.1811 -0.3754
Sb 2.2894 2.0856 -0.5957
F 0.3771 1.9034 -1.0584
F 2.2749 3.8870 -0.9186
F 2.6032 1.6511 -2.4753
F 4.0160 1.7991 -0.0409
F 1.5413 2.1739 1.1572

***

6.
13
Properties=species:S:1:pos:R:3 method="wB97M-V/def2-TZVPD" total_energy_ev=-18826.194 relative_energy_kcal_mol=123.0 e_homo_ev="-8.90 / -8.81" mol_weight_g_mol=106.55 total_charge=0
C 1.2403 -0.4405 0.1058
C 0.2006 0.3461 -0.1061
C 2.6572 0.0345 0.2187
C -2.7048 -0.1184 -0.0700
O -1.6247 -0.8709 0.1904
Cl -0.2747 1.8150 -0.6134
H 1.0249 -1.5212 0.0679
H 2.4981 1.1032 0.2658
H 3.4004 -0.3690 1.0587
H 3.0999 -0.3048 -0.7423
H -3.1324 0.5051 0.7939
H -3.5756 -0.6872 -0.2241
H -2.8091 0.5082 -0.9452

***

7.
11
Properties=species:S:1:pos:R:3 method="wB97M-V/def2-TZVPD" total_energy_ev=-8775.082 relative_energy_kcal_mol=60.2 e_homo_ev=-9.47 mol_weight_g_mol=87.08 total_charge=0
N 1.6889 -0.1816 -0.0209
C 0.3635 -0.0953 -0.4559
C -1.2270 -0.6721 0.2289
O -1.7239 0.5471 -0.3112
C -0.4538 1.0089 0.0494
O -0.1922 1.7967 0.9161
H 1.9212 0.4707 0.7180
H 2.4272 -0.3154 -0.7014
H 0.2410 -0.3440 -1.5164
H -1.6081 -1.5821 -0.2201
H -1.4368 -0.6329 1.3135

***

8.
16
Properties=species:S:1:pos:R:3 method="wB97M-V/def2-TZVPD" total_energy_ev=-8836.482 relative_energy_kcal_mol=28.5 e_homo_ev="-19.84 / -19.76" multiplicity=2 mol_weight_g_mol=92.12 total_charge=+2
O 0.6849 -1.7230 -0.8105
C -0.4383 -1.3667 -0.7924
C -0.7978 -0.1651 0.2483
C -2.1913 0.4217 -0.1290
N 0.3139 0.8413 -0.0185
H -1.1862 -1.6185 -1.5846
H -0.7045 -0.5355 1.2994
H -2.1032 0.8562 -1.1245
H -2.9129 -0.3776 -0.0802
H -2.3362 1.0385 0.7645
H 0.4654 0.9653 -1.0266
H -0.0950 1.6961 0.3890
H 1.2794 0.7493 0.3606
H 3.7911 -0.4611 0.2316
H 3.2520 -0.1360 1.6015
O 2.9788 -0.1851 0.6713

***

9.
143
Properties=species:S:1:pos:R:3 method="wB97M-V/def2-TZVPD" total_energy_ev=-194229.625 relative_energy_kcal_mol=0.0 e_homo_ev=-12.57 mol_weight_g_mol=1344.33 total_charge=+1
C 3.8596 0.2556 5.6181
C 2.4399 0.2189 6.2674
O 1.4019 0.6765 5.3975
C 1.3065 -0.2291 4.3202
C -0.0473 -0.0886 3.6124
C -0.9528 -1.1212 3.8198
F -0.5813 -2.1284 4.6074
C -2.2441 -1.0627 3.1951
C -3.2573 -2.1658 3.4901
O -3.3123 -2.5685 4.6010
O -4.1460 -2.6877 2.5538
C -5.1832 -1.8260 2.2632
O -5.5861 -1.0619 3.0809
N -5.7284 -1.9955 0.9322
C -5.6791 -0.7950 0.1690
O -5.6829 -0.8475 -1.0105
F -5.5944 0.4013 0.7743
C -2.4712 0.0304 2.3705
C -1.5198 1.0567 2.1820
O -1.8959 2.0682 1.4209
C -1.2421 2.3026 0.1456
C -0.7184 1.1106 -0.6907
C 0.7090 0.6144 -0.2643
C -1.7390 -0.0632 -0.9359
C -1.1937 -1.4901 -0.6439
C -0.2681 -2.0626 -1.7583
C -2.4653 -2.4414 -0.5356
N -0.3434 0.9749 2.8353
C 0.6094 2.0895 2.6808
C 0.0038 3.3482 3.4362
C 0.0458 4.6565 2.5817
O -1.2293 4.9677 2.0689
C -2.0427 5.6760 3.0043
H 4.6567 0.3248 6.3716
H 3.9546 1.1059 4.9202
H 4.0194 -0.6950 5.0746
H 2.2476 -0.8116 6.6289
H 2.4980 0.8610 7.1615
H 1.4908 -1.2754 4.6149
H 2.0724 -0.0067 3.5424
H -6.6833 -2.3487 1.0036
H -3.4379 0.1163 1.8674
H -0.4133 3.0325 0.2218
H -1.9866 2.8240 -0.4821
H -0.5385 1.5350 -1.6983
H 1.1430 0.0883 -1.1281
H 1.3786 1.4822 -0.1130
H 0.6949 -0.0197 0.6332
H -2.6844 0.1593 -0.4015
H -2.0271 -0.0644 -2.0062
H -0.7447 -1.5269 0.3656
H -0.7120 -2.8721 -2.3503
H 0.1141 -1.2690 -2.4259
H 0.6336 -2.4740 -1.2615
H -2.4529 -3.2492 -1.2812
H -2.4664 -2.9261 0.4529
H -3.3673 -1.8448 -0.7286
H 1.5804 1.9085 3.1526
H 0.7990 2.3705 1.6410
H -0.9945 3.1150 3.8416
H 0.6362 3.5272 4.3275
H 0.7932 4.5377 1.7732
H 0.4432 5.4658 3.2263
H -2.4936 6.5538 2.5172
H -2.8479 5.0013 3.3484
H -1.4970 6.0158 3.9021
C 5.6985 2.0479 -2.3252
C 4.8312 2.8067 -1.3467
O 3.6853 1.9640 -1.1459
S 4.1346 0.4209 -1.2762
O 4.3394 -0.0967 0.0348
O 3.2813 -0.2145 -2.2221
O 5.5697 0.6679 -1.9493
H 5.3362 2.1499 -3.3384
H 6.7402 2.3597 -2.2789
H 4.5321 3.7844 -1.7193
H 5.3375 2.9253 -0.3847
C -6.5229 -2.7804 5.7805
C -7.3654 -1.9104 6.6902
O -8.5737 -2.6494 6.8806
S -8.2454 -4.2275 6.8514
O -8.1195 -4.6899 8.1849
O -9.1041 -4.8443 5.9074
O -6.7663 -4.1185 6.2147
H -6.8467 -2.6947 4.7405
H -5.4638 -2.5474 5.8495
H -7.5763 -0.9354 6.2572
H -6.8897 -1.7791 7.6652
C -0.4820 -5.1378 5.2675
C -1.9142 -5.4035 5.6148
O -2.0868 -6.8107 5.4444
S -0.7040 -7.5576 5.8153
O -0.7797 -8.0231 7.1513
O -0.3498 -8.4000 4.7322
O 0.2472 -6.2480 5.7905
H -0.3386 -5.1132 4.1830
H -0.1247 -4.2086 5.7031
H -2.5887 -4.8506 4.9673
H -2.1244 -5.1603 6.6594
C 5.1539 -3.0852 -2.7140
C 5.6202 -3.9423 -3.8710
O 6.0827 -3.0061 -4.8513
S 6.7010 -1.7180 -4.1104
O 8.1091 -1.8725 -4.0475
O 6.0791 -0.5531 -4.6392
O 6.0972 -2.0099 -2.6470
H 4.1659 -2.6599 -2.9058
H 5.1354 -3.6327 -1.7744
H 4.8257 -4.5623 -4.2785
H 6.4626 -4.5751 -3.5826
C 4.5598 6.4312 -5.8772
C 5.5913 5.3939 -6.2577
O 5.9578 4.7792 -5.0110
S 4.6912 4.7646 -4.0299
O 4.0694 3.4917 -4.1210
O 5.0795 5.3472 -2.7919
O 3.7871 5.8150 -4.8355
H 5.0280 7.3287 -5.4680
H 3.9219 6.7058 -6.7134
H 6.4614 5.8276 -6.7430
H 5.1631 4.6232 -6.9029
C -7.2724 0.6524 -3.2550
C -7.8128 -0.1443 -4.4242
O -8.4334 0.8279 -5.2701
S -7.6337 2.2218 -5.1572
O -6.7250 2.3140 -6.2428
O -8.5635 3.2476 -4.8537
O -6.7916 1.8719 -3.8273
H -8.0657 0.8981 -2.5438
H -6.4711 0.1346 -2.7366
H -8.5314 -0.9005 -4.1176
H -7.0056 -0.6186 -4.9878
C 6.2445 0.3612 -7.7957
C 5.7275 -0.4370 -8.9727
O 5.0022 0.5143 -9.7628
S 5.6985 1.9586 -9.6263
O 6.5532 2.1601 -10.7395
O 4.7044 2.9031 -9.2510
O 6.6100 1.6348 -8.3426
H 5.4630 0.5206 -7.0508
H 7.1037 -0.1063 -7.3213
H 5.0821 -1.2569 -8.6683
H 6.5473 -0.8278 -9.5800

***

10.
21
Properties=species:S:1:pos:R:3 method="wB97M-V/def2-TZVPD" total_energy_ev=-8940.602 relative_energy_kcal_mol=78.5 e_homo_ev=-13.93 mol_weight_g_mol=104.17 total_charge=+1
C -0.3363 -1.0053 1.2956
C -0.8360 0.4735 1.1490
C -1.1015 1.1724 -0.2536
C 0.1712 0.8936 -1.1488
C 1.8458 2.7273 -1.2566
N 1.2413 1.7241 -0.6025
H -0.1261 -1.2636 2.2762
H -1.0633 -1.7550 0.7914
H 0.6056 -1.2914 0.8601
H -1.7185 0.5566 1.7591
H -0.1065 1.1675 1.5235
H -1.8211 0.5388 -0.7931
H -1.3926 2.2311 -0.3435
H 0.6335 -0.0491 -1.2036
H -0.0922 1.2286 -2.2128
H 2.0856 3.4536 -0.5829
H 2.0143 2.4995 -2.3221
H 1.3074 1.5972 0.4048
H -0.4042 -4.8770 0.9882
H -0.2767 -5.3434 -0.4296
O -0.6297 -4.6790 0.1013

***

Number 1: strongest force on any atom 2.1 eV Å⁻¹. Number 2: strongest force on any atom 3.4 eV Å⁻¹. Number 3: strongest force on any atom 6.0 eV Å⁻¹. Number 4: strongest force on any atom 8.3 eV Å⁻¹. Number 5: strongest force on any atom 0.8 eV Å⁻¹. Number 6: strongest force on any atom 3.8 eV Å⁻¹. Number 7: strongest force on any atom 1.2 eV Å⁻¹. Number 8: strongest force on any atom 2.5 eV Å⁻¹. Number 9: strongest force on any atom 2.3 eV Å⁻¹. Number 10: strongest force on any atom 6.4 eV Å⁻¹.